# 1
Entry from OMol25: a cluster of 3 separate species, H6O3 in total at a distorted geometry (ωB97M-V/def2-TZVPD).

Output
expectation value of S²	0.750
total charge	-1
highest occupied orbital energy (spin up / spin down)	0.96 / -6.84	eV
energy above the lowest of the compared OMol25 structures with the same formula, charge and spin	19.2	kJ/mol
spin multiplicity	2
Kohn-Sham gap (spin up / spin down)	2.963 / 10.738	eV

Positions of all 9 atoms, in Å:
O: 0.197 -1.307 -2.338
H: 0.118 -0.549 -1.760
H: 0.586 -0.958 -3.140
O: 0.002 0.198 2.497
H: 0.920 0.050 2.270
H: -0.081 -0.137 3.390
O: -0.509 0.641 -0.589
H: -0.347 0.546 0.349
H: -0.886 1.517 -0.680

natural (NBO) population analysis, charges in e, atoms 1 to 4:
1. O -0.984
2. H 0.500
3. H 0.443
4. O -1.483

=====

# 2
Entry from OMol25: an isolated molecule of C15H22N4O4S at a distorted geometry (ωB97M-V/def2-TZVPD).

Output
total charge	0
highest occupied orbital energy	-8.20	eV
energy above the lowest of the compared OMol25 structures with the same formula, charge and spin	6.3	kJ/mol
SMILES	CCCCCCn1c(SCC(=O)OC)nc2c1c(=O)[nH]c(=O)n2C
Kohn-Sham gap	8.650	eV

Positions of all 46 atoms, in Å:
C: 3.292 -0.132 1.913
C: 4.145 0.838 1.102
C: 3.463 2.186 0.854
C: 2.115 2.096 0.138
C: 2.226 1.502 -1.264
H: 2.847 2.145 -1.889
H: 2.692 0.518 -1.227
C: 0.861 1.353 -1.937
N: -0.009 0.505 -1.162
C: -1.080 0.875 -0.437
N: -1.638 -0.124 0.228
C: -0.887 -1.203 -0.073
C: 0.146 -0.851 -0.933
C: 1.092 -1.815 -1.407
O: 2.042 -1.652 -2.145
N: 0.788 -3.073 -0.884
C: -0.231 -3.469 -0.034
O: -0.356 -4.618 0.317
N: -1.089 -2.469 0.373
C: -2.177 -2.786 1.276
H: -2.832 -1.921 1.343
H: -2.717 -3.653 0.898
H: -1.782 -3.029 2.264
H: 1.407 -3.824 -1.168
S: -1.733 2.477 -0.383
C: -3.086 2.123 0.772
C: -3.856 0.867 0.405
O: -4.339 0.129 1.219
O: -4.033 0.769 -0.913
C: -4.742 -0.374 -1.368
H: -5.644 -0.522 -0.771
H: -4.993 -0.184 -2.409
H: -4.110 -1.261 -1.284
H: -3.751 2.987 0.728
H: -2.683 2.014 1.778
H: 0.990 0.902 -2.924
H: 0.364 2.322 -2.036
H: 1.433 1.495 0.742
H: 1.687 3.099 0.067
H: 4.136 2.814 0.266
H: 3.306 2.680 1.816
H: 5.075 1.027 1.643
H: 4.412 0.375 0.152
H: 3.876 -1.010 2.182
H: 2.941 0.339 2.829
H: 2.429 -0.469 1.344

natural (NBO) population analysis, charges in e, atoms 1 to 4:
1. C -0.610
2. C -0.397
3. C -0.386
4. C -0.406

=====

# 3
Entry from OMol25: an isolated molecule of C5H11NO at a distorted geometry (ωB97M-V/def2-TZVPD).

Output
total charge	0
highest occupied orbital energy (spin up / spin down)	-8.55 / -7.82	eV
energy above the lowest of the compared OMol25 structures with the same formula, charge and spin	495.5	kJ/mol
Kohn-Sham gap (spin up / spin down)	8.567 / 7.269	eV

Positions of all 18 atoms, in Å:
C: -0.778 -0.522 0.222
C: 0.877 0.387 -1.607
C: -1.694 0.565 0.112
C: -0.598 -1.202 1.561
C: 0.510 0.620 -0.127
O: 1.532 -0.850 -1.774
N: 1.460 0.616 0.801
H: 2.196 -0.907 -1.073
H: -0.802 -1.231 -0.601
H: 1.800 1.560 0.975
H: 1.514 1.221 -1.926
H: -0.021 0.373 -2.229
H: -2.193 0.801 -0.818
H: 0.364 -1.713 1.595
H: -0.599 -0.475 2.372
H: -2.004 1.112 0.994
H: -0.175 1.583 -0.200
H: -1.390 -1.938 1.721

natural (NBO) population analysis, charges in e, atoms 1 to 4:
1. C -0.271
2. C -0.056
3. C -0.255
4. C -0.610

=====

# 4
Entry from OMol25: a structure of composition C2H3AsO2S4SeTc (ωB97M-V/def2-TZVPD).

Output
total charge	+1
highest occupied orbital energy	-13.57	eV
Kohn-Sham gap	6.540	eV

Positions of all 14 atoms, in Å:
Tc: 0.021 0.098 0.152
S: -1.633 1.197 3.684
As: -2.250 1.523 1.822
S: -1.790 -0.768 0.712
S: 0.106 2.085 0.702
S: -3.671 2.454 0.797
Se: 1.843 -1.006 0.519
C: -0.653 1.105 -3.951
O: -0.430 1.135 -2.497
C: -0.087 -0.019 -1.972
O: 0.084 -1.071 -2.497
H: -0.918 2.125 -4.200
H: -1.464 0.417 -4.168
H: 0.265 0.797 -4.444

natural (NBO) population analysis, charges in e, atoms 1 to 4:
1. Tc -0.042
2. S -0.256
3. As 0.860
4. S 0.069

=====

# 5
Entry from OMol25: a structure of composition C4H5NS3 at a distorted geometry (ωB97M-V/def2-TZVPD).

Output
total charge	0
highest occupied orbital energy	-8.48	eV
energy above the lowest of the compared OMol25 structures with the same formula, charge and spin	468.4	kJ/mol
Kohn-Sham gap	7.348	eV

Positions of all 13 atoms, in Å:
C: 2.923 -0.525 0.227
C: 0.601 0.427 0.229
C: -0.765 0.264 0.232
C: -3.323 0.524 -0.725
H: 3.391 -1.503 0.691
H: 1.444 -1.454 1.076
H: 1.230 1.606 0.195
H: -1.435 -0.931 0.344
H: -4.110 1.282 -0.965
N: 1.704 -0.363 0.698
S: 3.630 0.265 -1.194
S: -1.904 1.567 -0.132
S: -3.385 -1.159 -0.676

natural (NBO) population analysis, charges in e, atoms 1 to 4:
1. C -0.010
2. C -0.026
3. C -0.468
4. C -0.422

=====

# 6
Entry from OMol25: a cluster of 2 separate species, C30H34BNO2S2 in total at a distorted geometry (ωB97M-V/def2-TZVPD).

Output
total charge	0
highest occupied orbital energy	-6.21	eV
energy above the lowest of the compared OMol25 structures with the same formula, charge and spin	9.9	kJ/mol
Kohn-Sham gap	3.542	eV

Positions of all 70 atoms, in Å:
C: 6.240 3.364 -0.172
C: 5.018 2.716 0.365
C: 4.725 2.366 1.668
C: 3.474 1.662 1.804
C: 2.833 1.443 0.612
B: 1.766 0.196 0.213
C: 0.399 1.051 0.390
C: 0.010 1.717 1.535
C: -0.963 2.734 1.291
C: -1.352 2.818 -0.035
C: -2.305 3.796 -0.591
S: -0.517 1.649 -0.987
O: 2.146 -0.215 -1.090
C: 2.950 -1.387 -0.958
C: 2.578 -2.275 -2.138
C: 4.432 -1.043 -1.013
C: 2.540 -1.925 0.515
C: 1.256 -2.716 0.445
C: 3.593 -2.744 1.262
O: 2.225 -0.734 1.224
S: 3.700 2.206 -0.680
H: 6.931 3.602 0.634
H: 6.746 2.697 -0.879
H: 5.984 4.287 -0.698
H: 5.387 2.543 2.503
H: 3.092 1.315 2.757
H: 0.452 1.512 2.507
H: -1.409 3.361 2.056
H: -2.917 4.222 0.203
H: -1.757 4.606 -1.079
H: -2.970 3.330 -1.321
H: 2.948 -3.296 -1.996
H: 1.497 -2.293 -2.302
H: 3.052 -1.873 -3.039
H: 5.010 -1.976 -0.981
H: 4.662 -0.534 -1.955
H: 4.731 -0.401 -0.173
H: 1.411 -3.697 -0.008
H: 0.875 -2.847 1.452
H: 0.523 -2.157 -0.131
H: 3.702 -3.720 0.774
H: 4.577 -2.276 1.317
H: 3.248 -2.936 2.286
C: -1.775 -1.911 1.901
C: -1.642 -1.574 0.459
N: -2.645 -0.879 -0.125
C: -3.208 -1.194 -1.374
C: -2.943 -2.353 -2.079
C: -3.868 -2.733 -3.068
C: -5.052 -1.999 -3.247
C: -5.375 -0.896 -2.438
C: -4.403 -0.446 -1.537
C: -4.511 0.446 -0.397
C: -3.399 0.177 0.433
C: -3.209 0.862 1.615
C: -4.181 1.790 2.015
C: -5.353 1.966 1.267
C: -5.528 1.271 0.070
H: -1.111 -2.758 2.114
H: -1.458 -1.096 2.561
H: -2.805 -2.200 2.191
H: -1.368 -2.431 -0.154
H: -2.082 -2.978 -1.814
H: -3.664 -3.625 -3.671
H: -5.746 -2.302 -4.029
H: -6.344 -0.389 -2.472
H: -2.269 0.722 2.141
H: -4.023 2.357 2.934
H: -6.113 2.670 1.627
H: -6.447 1.353 -0.512

natural (NBO) population analysis, charges in e, atoms 1 to 4:
1. C -0.632
2. C -0.222
3. C -0.279
4. C -0.298

=====

# 7
Entry from OMol25: an isolated molecule of C7H9NO at a distorted geometry (ωB97M-V/def2-TZVPD).

Output
expectation value of S²	2.049
total charge	0
highest occupied orbital energy (spin up / spin down)	-6.05 / -9.64	eV
energy above the lowest of the compared OMol25 structures with the same formula, charge and spin	0.0	kJ/mol
spin multiplicity	3
Kohn-Sham gap (spin up / spin down)	6.615 / 8.047	eV

Positions of all 18 atoms, in Å:
C: 2.146 1.568 -0.122
C: 2.339 0.224 -0.002
C: 0.894 2.154 0.115
C: 3.570 -0.467 -0.130
C: -0.265 0.179 0.660
C: -2.109 -0.971 -0.531
C: -1.124 -0.981 0.645
N: -0.091 1.335 0.404
O: 3.731 -1.666 0.024
H: 2.958 2.227 -0.378
H: 1.488 -0.406 0.266
H: 0.694 3.207 0.102
H: 4.428 0.178 -0.411
H: -2.731 -1.861 -0.493
H: -1.578 -0.954 -1.478
H: -2.751 -0.095 -0.477
H: -0.496 -1.874 0.599
H: -1.672 -1.021 1.593

natural (NBO) population analysis, charges in e, atoms 1 to 4:
1. C -0.250
2. C -0.248
3. C 0.076
4. C 0.350

=====

# 8
Entry from OMol25: an isolated molecule of C7H7ClN2O at a distorted geometry (ωB97M-V/def2-TZVPD).

Output
expectation value of S²	2.012
total charge	0
highest occupied orbital energy (spin up / spin down)	-6.03 / -9.90	eV
energy above the lowest of the compared OMol25 structures with the same formula, charge and spin	41.5	kJ/mol
spin multiplicity	3
Kohn-Sham gap (spin up / spin down)	6.614 / 7.020	eV

Positions of all 18 atoms, in Å:
C: 2.280 1.169 -0.058
C: 0.793 -2.282 0.252
C: 1.580 -1.067 0.326
C: -0.450 -2.269 -0.258
C: 1.561 0.040 -0.457
C: -1.256 -0.011 -0.081
C: -1.695 2.218 -0.056
N: 2.715 2.213 0.076
N: -1.140 -1.128 -0.605
O: -1.770 0.999 -0.784
Cl: -0.907 0.349 1.573
H: 1.096 -3.333 0.470
H: 2.209 -1.084 1.324
H: -0.820 -3.256 -0.390
H: 1.054 -0.084 -1.384
H: -0.710 2.384 0.072
H: -2.347 2.293 0.787
H: -2.193 2.849 -0.808

Löwdin population analysis, charges in e, atoms 1 to 4:
1. C -0.256
2. C -0.093
3. C -0.174
4. C -0.149

=====

# 9
Entry from OMol25: a cluster of 2 separate species, C3H3BrO in total at a distorted geometry (ωB97M-V/def2-TZVPD).

Output
total charge	0
highest occupied orbital energy (spin up / spin down)	-8.27 / -7.51	eV
energy above the lowest of the compared OMol25 structures with the same formula, charge and spin	232.7	kJ/mol
Kohn-Sham gap (spin up / spin down)	6.175 / 4.548	eV

Positions of all 8 atoms, in Å:
C: 0.158 -0.919 0.740
C: -0.328 0.196 0.159
C: 0.264 1.365 0.184
O: 0.726 2.399 0.277
Br: -0.211 -0.427 -3.054
H: -0.337 -1.797 0.825
H: 1.109 -1.014 1.141
H: -1.382 0.198 -0.273

natural (NBO) population analysis, charges in e, atoms 1 to 4:
1. C -0.138
2. C -0.498
3. C 0.886
4. O -0.304

=====

# 10
Entry from OMol25: a cluster of 3 separate species, C4H12O2 in total at a distorted geometry (ωB97M-V/def2-TZVPD).

Output
expectation value of S²	0.753
total charge	+1
highest occupied orbital energy (spin up / spin down)	-14.85 / -14.84	eV
energy above the lowest of the compared OMol25 structures with the same formula, charge and spin	101.5	kJ/mol
spin multiplicity	2
Kohn-Sham gap (spin up / spin down)	9.499 / 6.075	eV

Positions of all 18 atoms, in Å:
C: -0.843 -0.603 -0.946
C: -0.055 0.522 -0.258
C: -0.339 1.892 -0.460
C: 0.785 0.052 0.892
H: -1.326 -0.185 -1.885
H: -0.315 -1.437 -1.462
H: -1.581 -0.919 -0.184
H: 0.293 2.794 -0.184
H: -1.135 2.114 -1.203
H: 1.472 0.780 1.363
H: 0.150 -0.011 1.803
H: 1.304 -0.903 0.752
H: -3.060 -1.956 2.378
H: -2.591 -3.425 1.921
O: -2.344 -2.487 1.974
H: 2.638 2.061 -1.238
H: 2.088 0.629 -1.384
O: 2.941 1.146 -1.480

natural (NBO) population analysis, charges in e, atoms 1 to 4:
1. C -0.723
2. C 0.299
3. C -0.093
4. C -0.745